Entry from the Open Molecules 2025 dataset: a 2-piece molecular cluster, C4H10NO2S overall (the ωB97M-V functional and the def2-TZVPD basis).

Results
Highest occupied orbital energy, eV: -13.836
Electronic energy, Eh: -761.46540
Total charge: +1
Relative energy (zero: lowest compared OMol25 entry of this formula, charge and spin), eV: 3.484
HOMO-LUMO gap, eV: 8.55

Positions of all 18 atoms, in Å:
C (0.06, 1.28, -0.89)
C (0.32, -1.19, 0.57)
C (-1.18, 0.96, -1.21)
C (0.11, 0.20, 1.07)
N (1.35, -1.21, -0.51)
O (-1.50, -0.22, -1.85)
O (1.21, 0.82, 1.47)
S (-1.21, 0.48, 2.14)
H (0.83, 0.56, -0.95)
H (0.24, 2.21, -0.38)
H (0.64, -1.67, 1.42)
H (-0.62, -1.71, 0.19)
H (-2.07, 1.71, -1.22)
H (1.46, -2.20, -0.95)
H (2.21, -1.02, -0.10)
H (-0.71, -0.71, -2.02)
H (1.03, 1.66, 1.76)
H (-2.15, 0.04, 1.46)

***

Entry from the Open Molecules 2025 dataset: C4H10NO3 as an isolated structure (the ωB97M-V functional and the def2-TZVPD basis).

Results
Highest occupied orbital energy, eV: -2.892
Electronic energy, Eh: -438.77025
Total charge: -1
Relative energy (zero: lowest compared OMol25 entry of this formula, charge and spin), eV: 5.850
HOMO-LUMO gap, eV: 7.00

Positions of all 18 atoms, in Å:
C (-0.48, 1.62, 1.10)
C (1.09, -1.09, -1.31)
C (-0.27, 1.07, -0.32)
C (0.26, -0.41, -0.19)
N (-0.67, -1.18, 0.41)
O (-1.95, -0.86, 0.57)
O (-1.54, 0.95, -1.01)
O (1.74, -0.29, 0.96)
H (0.03, 1.04, 2.02)
H (-1.52, 1.64, 1.14)
H (-0.10, 2.75, 1.13)
H (0.43, -1.40, -2.15)
H (1.52, -2.03, -0.80)
H (2.01, -0.45, -1.73)
H (0.42, 1.62, -1.01)
H (-0.39, -2.16, 0.08)
H (-1.93, 0.09, -0.54)
H (1.35, -0.91, 1.63)

***

Entry from the Open Molecules 2025 dataset: a 2-piece molecular cluster, C4H10NO3 overall (the ωB97M-V functional and the def2-TZVPD basis).

Results
Highest occupied orbital energy, eV: -3.178
Electronic energy, Eh: -438.85949
Total charge: -1
Relative energy (zero: lowest compared OMol25 entry of this formula, charge and spin), eV: 3.422
HOMO-LUMO gap, eV: 7.11

Positions of all 18 atoms, in Å:
C (-0.50, -1.51, 0.26)
N (-1.02, -0.48, -0.46)
C (-1.37, 1.37, 1.38)
C (-0.81, 0.91, 0.01)
C (0.69, 1.37, -0.13)
O (0.74, 2.14, -1.28)
O (-0.14, -1.51, 1.44)
H (-0.37, -2.46, -0.29)
H (0.72, 1.56, -2.04)
H (-1.91, 0.53, 1.95)
H (-1.98, 2.11, 1.16)
H (-0.60, 1.70, 2.21)
H (-1.32, 1.61, -0.74)
H (1.39, 0.52, -0.21)
H (0.96, 1.94, 0.75)
H (2.05, -3.19, -0.61)
H (1.35, -3.44, -1.90)
O (2.13, -3.17, -1.50)

***

Entry from the Open Molecules 2025 dataset: C4H10NO3 as an isolated structure (the ωB97M-V functional and the def2-TZVPD basis).

Results
Highest occupied orbital energy, eV: -14.531
Electronic energy, Eh: -438.39881
Total charge: +1
Relative energy (zero: lowest compared OMol25 entry of this formula, charge and spin), eV: 7.172
HOMO-LUMO gap, eV: 6.64

Positions of all 18 atoms, in Å:
C (-0.44, -0.48, -0.79)
O (0.30, -1.24, 0.09)
C (-1.74, -0.11, -0.06)
C (-2.81, 0.53, -0.78)
C (3.52, -0.18, 0.10)
O (3.67, -0.92, 1.29)
O (2.52, 0.15, -0.48)
N (-1.36, 0.85, 1.11)
H (-0.04, 0.52, -1.06)
H (-0.75, -0.95, -1.75)
H (1.26, -1.06, 0.09)
H (-2.02, -1.09, 0.42)
H (-2.71, 1.60, -0.84)
H (-3.77, 0.13, -1.06)
H (4.52, -0.22, -0.39)
H (-1.82, 1.67, 0.70)
H (3.41, 0.10, 1.39)
H (-1.76, 0.71, 2.03)

***

Entry from the Open Molecules 2025 dataset: an isolated ion of composition C4H10NO3 and charge +1 (the ωB97M-V functional and the def2-TZVPD basis).

Results
Highest occupied orbital energy, eV: -12.897
Electronic energy, Eh: -438.57487
Total charge: +1
Relative energy (zero: lowest compared OMol25 entry of this formula, charge and spin), eV: 2.382
HOMO-LUMO gap, eV: 9.69

Positions of all 18 atoms, in Å:
C (-0.90, -0.19, -1.26)
N (-0.32, 0.17, 0.05)
C (-1.28, -0.04, 1.21)
C (1.01, -0.55, 0.06)
O (0.92, -1.87, -0.05)
C (2.15, 0.15, 0.04)
O (3.36, -0.46, -0.16)
O (2.07, 1.52, 0.20)
H (-0.79, -1.33, -1.40)
H (-1.99, -0.19, -1.11)
H (-0.49, 0.54, -2.04)
H (0.06, 1.14, 0.09)
H (-1.92, -0.91, 0.99)
H (-0.76, -0.16, 2.15)
H (-1.83, 0.98, 1.20)
H (1.82, -2.08, -0.29)
H (3.84, -0.05, -0.90)
H (2.93, 1.83, -0.03)

***

Entry from the Open Molecules 2025 dataset: an isolated ion of composition C4H10NO3 and charge +2 (the ωB97M-V functional and the def2-TZVPD basis).

Results
Highest occupied orbital energy (spin up / spin down), eV: -19.565 / -19.523
Electronic energy, Eh: -438.10888
Total charge: +2
<S²>: 0.7558
Relative energy (zero: lowest compared OMol25 entry of this formula, charge and spin), eV: 0.225
2S+1: 2
HOMO-LUMO gap (spin up / spin down), eV: 9.86 / 5.07

Positions of all 18 atoms, in Å:
O (1.71, -1.00, -1.81)
C (1.40, -0.65, -0.67)
O (2.04, -1.05, 0.37)
C (0.24, 0.29, -0.43)
C (-1.10, -0.47, -0.30)
C (-2.25, 0.44, 0.10)
O (-2.03, 1.12, 1.32)
N (0.45, 1.14, 0.81)
H (2.66, -1.84, 0.35)
H (0.19, 0.97, -1.29)
H (-1.34, -1.00, -1.23)
H (-0.86, -1.30, 0.36)
H (-2.34, 1.20, -0.68)
H (-3.21, -0.07, 0.11)
H (-2.52, 0.74, 2.05)
H (-0.45, 1.42, 1.27)
H (0.88, 2.01, 0.51)
H (1.02, 0.63, 1.50)

***

Entry from the Open Molecules 2025 dataset: a 2-piece molecular cluster, C4H10NO4S overall (the ωB97M-V functional and the def2-TZVPD basis).

Results
Highest occupied orbital energy (spin up / spin down), eV: -4.551 / -3.391
Electronic energy, Eh: -912.17684
Total charge: -1
Relative energy (zero: lowest compared OMol25 entry of this formula, charge and spin), eV: 5.318
HOMO-LUMO gap (spin up / spin down), eV: 8.23 / 7.09

Positions of all 20 atoms, in Å:
C (0.51, 2.03, -0.50)
C (1.62, -0.21, 0.20)
C (-1.99, -2.01, 0.65)
C (0.52, 0.78, 0.27)
N (-1.30, -0.34, -0.96)
O (-2.36, 2.02, -0.80)
O (-3.79, 0.09, -0.68)
O (-2.28, 0.74, 1.20)
O (-1.16, -1.60, -0.39)
S (-2.50, 0.67, -0.23)
H (-0.62, 2.10, -0.99)
H (0.65, 2.98, 0.12)
H (1.36, 1.90, -1.15)
H (1.82, -0.55, -0.80)
H (1.34, -1.21, 0.61)
H (2.41, 0.14, 0.88)
H (-1.33, -2.75, 1.11)
H (-2.80, -2.57, 0.24)
H (-2.24, -1.29, 1.47)
H (-0.22, 0.66, 1.04)

***

Entry from the Open Molecules 2025 dataset: one molecule with the formula C4H10NO5P (the ωB97M-V functional and the def2-TZVPD basis).

Results
Highest occupied orbital energy, eV: -9.658
Electronic energy, Eh: -930.74935
Total charge: 0
Relative energy (zero: lowest compared OMol25 entry of this formula, charge and spin), eV: 2.111
HOMO-LUMO gap, eV: 9.60

Positions of all 21 atoms, in Å:
C (2.10, -0.53, 1.15)
N (2.08, -0.14, -0.32)
C (1.82, 1.33, -0.47)
C (1.07, -0.97, -1.00)
O (1.35, -1.59, -2.06)
C (-0.42, -1.17, -0.41)
O (-1.10, 0.11, -0.57)
P (-2.50, 0.22, 0.38)
O (-2.31, -0.15, 1.85)
O (-2.95, 1.88, 0.35)
O (-3.80, -0.64, -0.34)
H (3.14, -0.23, 1.52)
H (1.91, -1.65, 1.19)
H (1.28, -0.02, 1.75)
H (2.71, 1.81, -1.02)
H (0.89, 1.59, -1.07)
H (1.83, 1.80, 0.58)
H (-0.38, -1.53, 0.69)
H (-0.99, -1.96, -1.00)
H (-2.12, 2.36, 0.11)
H (-3.64, -0.51, -1.31)

***

Entry from the Open Molecules 2025 dataset: one molecule with the formula C4H10NOP (the ωB97M-V functional and the def2-TZVPD basis).

Results
Highest occupied orbital energy (spin up / spin down), eV: -5.530 / -10.363
Electronic energy, Eh: -629.54683
Total charge: 0
<S²>: 2.0057
Relative energy (zero: lowest compared OMol25 entry of this formula, charge and spin), eV: 2.405
2S+1: 3
HOMO-LUMO gap (spin up / spin down), eV: 6.48 / 8.00

Positions of all 17 atoms, in Å:
C (0.17, 0.19, 0.84)
C (-0.78, 0.70, -0.16)
C (1.07, -0.82, 0.28)
C (-3.05, 0.29, -0.48)
N (-1.90, -0.17, -0.39)
O (3.21, 0.91, 0.49)
P (2.72, -0.18, -0.36)
H (0.83, 0.94, 1.17)
H (-0.56, -0.11, 1.63)
H (-1.05, 1.73, 0.16)
H (-0.38, 0.82, -1.13)
H (1.40, -1.45, 1.16)
H (0.53, -1.41, -0.37)
H (-3.34, 1.27, -0.13)
H (-3.80, -0.36, -0.73)
H (3.51, -1.30, -0.47)
H (2.59, 0.34, -1.70)

***

Entry from the Open Molecules 2025 dataset: a 2-piece molecular cluster, C4H10NOS overall (the ωB97M-V functional and the def2-TZVPD basis).

Results
Highest occupied orbital energy, eV: -2.495
Electronic energy, Eh: -686.57799
Total charge: -1
Relative energy (zero: lowest compared OMol25 entry of this formula, charge and spin), eV: 2.357
HOMO-LUMO gap, eV: 5.36

Positions of all 17 atoms, in Å:
C (1.95, 1.32, -0.73)
C (1.88, 2.63, -0.67)
O (3.00, 3.43, -0.84)
H (1.14, 0.70, -0.37)
H (2.90, 0.92, -1.08)
H (0.95, 3.16, -0.51)
H (2.79, 4.30, -0.50)
C (-1.43, -0.44, -0.48)
C (-1.16, -1.94, -0.46)
S (-1.65, -2.78, 1.08)
N (-0.93, 0.23, 0.75)
H (-2.50, -0.28, -0.59)
H (-0.93, 0.02, -1.35)
H (-0.09, -2.11, -0.64)
H (-1.65, -2.36, -1.35)
H (-0.87, -0.55, 1.41)
H (-1.71, 0.79, 1.09)

***

Entry from the Open Molecules 2025 dataset: an isolated ion of composition C4H10NOS and charge +1 (the ωB97M-V functional and the def2-TZVPD basis).

Results
Highest occupied orbital energy, eV: -12.601
Electronic energy, Eh: -686.29202
Total charge: +1
Relative energy (zero: lowest compared OMol25 entry of this formula, charge and spin), eV: 2.149
HOMO-LUMO gap, eV: 8.73

Positions of all 17 atoms, in Å:
N (1.75, 0.25, -1.11)
C (0.57, -0.29, -0.38)
C (1.13, -0.59, 1.06)
O (2.11, -0.12, 1.55)
C (-0.62, 0.67, -0.17)
C (-1.70, 0.24, 0.81)
S (-3.02, -0.90, 0.37)
H (1.83, 1.27, -1.05)
H (2.58, -0.12, -0.63)
H (1.80, -0.14, -2.06)
H (0.24, -1.22, -0.84)
H (0.45, -1.38, 1.50)
H (-0.96, 0.82, -1.20)
H (-0.21, 1.64, 0.07)
H (-1.29, -0.13, 1.77)
H (-2.23, 1.20, 1.08)
H (-2.44, -1.19, -0.75)

***

Entry from the Open Molecules 2025 dataset: an isolated ion of composition C4H10NOS and charge +2 (the ωB97M-V functional and the def2-TZVPD basis).

Results
Highest occupied orbital energy (spin up / spin down), eV: -19.221 / -19.217
Electronic energy, Eh: -685.82256
Total charge: +2
<S²>: 0.7534
Relative energy (zero: lowest compared OMol25 entry of this formula, charge and spin), eV: 0.578
2S+1: 2
HOMO-LUMO gap (spin up / spin down), eV: 10.59 / 6.26

Positions of all 17 atoms, in Å:
O (-1.39, -1.65, -0.67)
C (-1.18, -1.07, 0.36)
C (-0.74, 0.41, 0.23)
C (0.65, 0.49, -0.43)
C (1.78, -0.33, 0.20)
S (1.59, -0.59, 2.03)
N (-1.73, 0.94, -0.82)
H (-1.21, -1.54, 1.37)
H (-0.91, 0.97, 1.16)
H (0.91, 1.55, -0.57)
H (0.56, 0.36, -1.53)
H (1.69, -1.37, -0.17)
H (2.81, -0.08, -0.05)
H (2.91, -0.96, 2.15)
H (-1.35, 1.78, -1.25)
H (-1.68, 0.10, -1.45)
H (-2.72, 0.97, -0.56)

***

Please write out number 5 again, unchanged.
Entry from the Open Molecules 2025 dataset: an isolated ion of composition C4H10NO3 and charge +1 (the ωB97M-V functional and the def2-TZVPD basis).

Results
Highest occupied orbital energy, eV: -12.897
Electronic energy, Eh: -438.57487
Total charge: +1
Relative energy (zero: lowest compared OMol25 entry of this formula, charge and spin), eV: 2.382
HOMO-LUMO gap, eV: 9.69

Positions of all 18 atoms, in Å:
C (-0.90, -0.19, -1.26)
N (-0.32, 0.17, 0.05)
C (-1.28, -0.04, 1.21)
C (1.01, -0.55, 0.06)
O (0.92, -1.87, -0.05)
C (2.15, 0.15, 0.04)
O (3.36, -0.46, -0.16)
O (2.07, 1.52, 0.20)
H (-0.79, -1.33, -1.40)
H (-1.99, -0.19, -1.11)
H (-0.49, 0.54, -2.04)
H (0.06, 1.14, 0.09)
H (-1.92, -0.91, 0.99)
H (-0.76, -0.16, 2.15)
H (-1.83, 0.98, 1.20)
H (1.82, -2.08, -0.29)
H (3.84, -0.05, -0.90)
H (2.93, 1.83, -0.03)

***

Copy entry 12 word for word.
Entry from the Open Molecules 2025 dataset: an isolated ion of composition C4H10NOS and charge +2 (the ωB97M-V functional and the def2-TZVPD basis).

Results
Highest occupied orbital energy (spin up / spin down), eV: -19.221 / -19.217
Electronic energy, Eh: -685.82256
Total charge: +2
<S²>: 0.7534
Relative energy (zero: lowest compared OMol25 entry of this formula, charge and spin), eV: 0.578
2S+1: 2
HOMO-LUMO gap (spin up / spin down), eV: 10.59 / 6.26

Positions of all 17 atoms, in Å:
O (-1.39, -1.65, -0.67)
C (-1.18, -1.07, 0.36)
C (-0.74, 0.41, 0.23)
C (0.65, 0.49, -0.43)
C (1.78, -0.33, 0.20)
S (1.59, -0.59, 2.03)
N (-1.73, 0.94, -0.82)
H (-1.21, -1.54, 1.37)
H (-0.91, 0.97, 1.16)
H (0.91, 1.55, -0.57)
H (0.56, 0.36, -1.53)
H (1.69, -1.37, -0.17)
H (2.81, -0.08, -0.05)
H (2.91, -0.96, 2.15)
H (-1.35, 1.78, -1.25)
H (-1.68, 0.10, -1.45)
H (-2.72, 0.97, -0.56)

***

relative energy (zero: lowest compared OMol25 entry of this formula, charge and spin) of number 1 (C4H10NO2S)? 3.484 eV

***

Among the records above, which one has the highest relative energy (zero: lowest compared OMol25 entry of this formula, charge and spin)? number 4